(1)
A 2-piece molecular cluster, C4H12 overall in a non-equilibrium geometry. Source: the Open Molecules 2025 dataset; level of theory: wB97M-V/def2-TZVPD.

Values from the calculation:
- HOMO level (spin up / spin down) (eV) = -14.231 / -14.228
- charge = +1
- 2S+1 = 2
- Kohn-Sham gap (spin up / spin down) (eV) = 10.50 / 2.31
- relative energy (zero: lowest compared OMol25 entry of this formula, charge and spin) (kJ/mol) = 165.3
- <S²> = 0.753

The geometry in XYZ format:
```
16
Properties=species:S:1:pos:R:3:nbo_charge:R:1
C -0.826 -1.163 -1.972 -0.645
C 0.501 -0.623 -2.337 -0.645
H -1.332 -1.788 -2.800 0.237
H -0.914 -1.855 -1.048 0.184
H -1.702 -0.621 -1.689 0.213
H 0.451 -0.539 -3.472 0.235
H 1.222 -1.457 -2.183 0.222
H 0.882 0.282 -1.996 0.202
C -0.003 0.487 1.703 -0.531
C 0.483 1.491 2.681 -0.609
H -0.275 -0.535 2.188 0.424
H -1.037 0.838 1.335 0.385
H 0.775 0.244 0.845 0.314
H 0.546 0.999 3.666 0.393
H 1.510 1.891 2.358 0.286
H -0.280 2.349 2.719 0.335
```

***

(2)
C37H40OP2V as an isolated structure in a non-equilibrium geometry. Source: the Open Molecules 2025 dataset; level of theory: wB97M-V/def2-TZVPD.

Values from the calculation:
- HOMO level (spin up / spin down) (eV) = -6.168 / -5.912
- charge = 0
- 2S+1 = 4
- Kohn-Sham gap (spin up / spin down) (eV) = 6.50 / 6.17
- relative energy (zero: lowest compared OMol25 entry of this formula, charge and spin) (kJ/mol) = 511.5
- <S²> = 3.791

The geometry in XYZ format:
```
81
Properties=species:S:1:pos:R:3:lowdin_charge:R:1
V 1.684 -0.123 0.922 0.550
C 3.617 -3.530 1.918 -0.129
C 3.091 -3.507 0.674 -0.096
C 1.726 -3.955 0.295 -0.197
C 0.374 -3.294 0.752 -0.185
C 0.048 -3.149 2.195 -0.115
C 0.691 -3.790 3.196 -0.124
C 1.688 -4.873 3.057 -0.195
C 3.201 -4.515 2.947 -0.176
C 2.732 1.007 2.299 -0.240
H 4.361 -2.794 2.176 0.068
H 3.564 -2.828 -0.057 0.073
H 1.608 -5.012 0.473 0.088
H 1.726 -3.923 -0.792 0.105
H 0.262 -2.353 0.153 0.090
H -0.422 -3.928 0.311 0.119
H -0.544 -2.243 2.436 0.104
H 0.459 -3.532 4.231 0.103
H 1.425 -5.558 2.232 0.104
H 1.577 -5.451 4.001 0.115
H 3.590 -4.176 3.953 0.114
H 3.745 -5.440 2.704 0.117
H 3.816 0.721 2.380 -0.006
H 2.124 0.945 3.265 0.006
H 2.326 1.705 1.499 -0.005
P -0.129 1.746 -2.111 0.956
P -2.147 1.631 -0.171 0.964
C -1.391 0.512 -2.479 -0.312
C -2.395 0.476 -1.551 -0.317
C -0.034 2.655 -3.754 -0.366
C -0.605 2.166 -4.965 -0.090
C -0.456 2.909 -6.169 -0.090
C 0.229 4.134 -6.189 -0.097
C 0.752 4.629 -4.982 -0.095
C 0.617 3.914 -3.776 -0.104
C 1.360 0.767 -2.192 -0.378
C 1.737 0.297 -0.918 -0.305
C 2.949 -0.466 -0.705 -0.166
C 3.753 -0.765 -1.813 -0.073
C 3.319 -0.350 -3.092 -0.057
C 2.174 0.441 -3.236 -0.078
C -3.616 2.773 -0.561 -0.326
C -3.550 3.598 -1.701 -0.103
C -4.642 4.376 -2.071 -0.099
C -5.826 4.380 -1.325 -0.095
C -5.878 3.590 -0.172 -0.091
C -4.785 2.795 0.216 -0.088
C -2.808 0.683 1.231 -0.421
C -2.703 1.245 2.506 -0.118
C -3.191 0.567 3.619 -0.077
C -3.785 -0.690 3.459 -0.095
C -3.886 -1.252 2.202 -0.095
C -3.387 -0.589 1.077 -0.090
H -1.337 -0.099 -3.402 0.078
H -3.340 -0.066 -1.695 0.080
H -1.195 1.230 -4.951 0.086
H -0.899 2.509 -7.094 0.102
H 0.351 4.699 -7.130 0.106
H 1.264 5.594 -4.965 0.099
H 0.988 4.355 -2.825 0.109
H 0.825 0.608 -0.166 -0.001
H 3.383 -0.635 0.392 0.113
H 4.660 -1.405 -1.753 0.112
H 3.893 -0.596 -3.980 0.102
H 1.915 0.869 -4.198 0.104
H -2.641 3.611 -2.316 0.091
H -4.590 4.980 -2.972 0.100
H -6.675 5.023 -1.616 0.106
H -6.784 3.568 0.430 0.098
H -4.879 2.186 1.121 0.097
H -2.274 2.230 2.612 0.103
H -3.127 1.012 4.599 0.099
H -4.141 -1.232 4.327 0.100
H -4.369 -2.231 2.062 0.109
H -3.477 -1.036 0.100 0.077
C 4.162 -1.343 4.373 -0.072
C 2.824 -1.284 3.738 -0.298
O 1.693 -1.199 4.090 0.049
H 4.534 -0.293 4.523 0.101
H 4.944 -1.807 3.721 0.074
H 4.146 -1.825 5.380 0.096
```

***

(3)
A 2-piece molecular cluster, C2H6I2 overall in a non-equilibrium geometry. Source: the Open Molecules 2025 dataset; level of theory: wB97M-V/def2-TZVPD.

Values from the calculation:
- HOMO level (eV) = -9.440
- charge = 0
- SMILES string = CI.CI
- Kohn-Sham gap (eV) = 9.73

The geometry in XYZ format:
```
10
Properties=species:S:1:pos:R:3:nbo_charge:R:1
I 1.267 1.752 -0.255 0.083
C 0.150 0.230 0.683 -0.766
H 0.656 -0.106 1.604 0.229
H 0.038 -0.635 0.008 0.225
H -0.855 0.600 0.950 0.229
I -0.134 3.036 4.277 0.083
C 1.011 4.534 3.330 -0.766
H 0.510 4.874 2.408 0.229
H 2.008 4.144 3.065 0.229
H 1.138 5.400 4.001 0.225
```

***

(4)
A 2-piece molecular cluster, C8H11FNO5 overall in a non-equilibrium geometry. Source: the Open Molecules 2025 dataset; level of theory: wB97M-V/def2-TZVPD.

Values from the calculation:
- HOMO level (eV) = -3.797
- charge = -1
- Kohn-Sham gap (eV) = 6.16
- relative energy (zero: lowest compared OMol25 entry of this formula, charge and spin) (kJ/mol) = 0.0

The geometry in XYZ format:
```
26
Properties=species:S:1:pos:R:3:nbo_charge:R:1
C 0.036 -0.433 -0.093 -0.566
C -0.490 -1.165 0.952 -0.027
C -1.611 -2.125 0.641 -0.463
C -2.809 -1.426 0.003 -0.144
N -3.506 -2.453 -0.826 -0.816
C -3.739 -0.774 1.042 0.735
O -4.893 -1.244 1.180 -0.771
O -3.266 0.196 1.654 -0.780
H 0.617 -0.963 -0.842 0.195
H -0.174 0.628 -0.182 0.202
H -0.121 -1.081 1.969 0.180
H -1.203 -2.821 -0.113 0.199
H -1.883 -2.716 1.513 0.216
H -2.492 -0.638 -0.678 0.173
H -2.859 -2.624 -1.595 0.316
H -4.273 -1.960 -1.271 0.353
C 3.064 3.098 -0.567 -0.131
C 3.576 2.237 0.560 0.447
O 3.202 0.934 0.154 -0.478
C 3.179 0.947 -1.213 0.970
O 3.166 -0.016 -1.895 -0.551
O 3.186 2.221 -1.687 -0.489
F 2.961 2.531 1.731 -0.323
H 2.018 3.372 -0.426 0.212
H 3.654 4.000 -0.713 0.197
H 4.659 2.276 0.703 0.143
```

***

(5)
One molecule with the formula C3H7NO3 in a non-equilibrium geometry. Source: the Open Molecules 2025 dataset; level of theory: wB97M-V/def2-TZVPD.

Values from the calculation:
- HOMO level (eV) = -9.867
- charge = 0
- SMILES string = O=C(O)NCCO
- Kohn-Sham gap (eV) = 10.58
- relative energy (zero: lowest compared OMol25 entry of this formula, charge and spin) (kJ/mol) = 126.4

The geometry in XYZ format:
```
14
Properties=species:S:1:pos:R:3:nbo_charge:R:1
C 0.909 -0.022 0.360 -0.238
C 1.864 -0.679 -0.698 -0.077
O 2.232 -1.827 0.097 -0.731
N -0.098 0.840 -0.269 -0.641
C -1.410 0.802 0.032 0.881
O -1.699 0.035 1.148 -0.707
O -2.274 1.262 -0.670 -0.640
H 0.399 -0.857 0.849 0.241
H 1.542 0.405 1.168 0.193
H 1.229 -0.950 -1.549 0.166
H 2.737 -0.134 -1.030 0.170
H 2.930 -2.352 -0.319 0.473
H 0.362 1.421 -0.942 0.409
H -2.649 -0.124 1.080 0.501
```

***

(6)
C17H12IN5OPdS4 as an isolated structure in a non-equilibrium geometry. Source: the Open Molecules 2025 dataset; level of theory: wB97M-V/def2-TZVPD.

Values from the calculation:
- HOMO level (eV) = -0.104
- charge = -2
- Kohn-Sham gap (eV) = 3.59
- relative energy (zero: lowest compared OMol25 entry of this formula, charge and spin) (kJ/mol) = 98.1

The geometry in XYZ format:
```
41
Properties=species:S:1:pos:R:3:nbo_charge:R:1
Pd -0.550 0.257 -0.014 0.771
C 4.697 -2.343 -0.635 -0.362
C 3.426 -2.749 -0.245 -0.193
C 2.370 -1.871 -0.259 -0.337
C 2.527 -0.524 -0.666 0.276
C 3.826 -0.145 -1.102 -0.343
C 4.870 -1.033 -1.071 -0.203
N 1.507 0.347 -0.655 -0.512
N 1.859 1.649 -0.928 -0.414
C 0.955 2.546 -0.709 0.311
C 1.229 3.932 -0.962 -0.278
C 0.253 4.861 -0.810 -0.194
C -1.028 4.466 -0.368 -0.426
C -1.234 3.138 -0.073 0.096
N -0.311 2.199 -0.226 -0.530
H 5.533 -3.029 -0.574 0.178
H 3.266 -3.770 0.089 0.184
H 1.404 -2.183 0.115 0.204
H 3.968 0.876 -1.427 0.229
H 5.852 -0.695 -1.390 0.180
H 2.231 4.190 -1.272 0.202
H 0.453 5.906 -1.025 0.183
H -1.825 5.184 -0.261 0.195
H -2.201 2.804 0.297 0.220
O -6.396 0.736 3.868 -0.645
C -5.371 0.608 3.235 0.160
S -3.771 0.474 3.941 0.282
C -2.810 0.303 2.444 -0.397
C -3.542 0.339 1.300 -0.448
S -3.027 0.232 -0.353 -0.353
S -5.297 0.530 1.484 0.273
S -1.126 0.118 2.686 -0.457
I -2.461 -5.609 0.429 0.119
C -1.665 -3.757 -0.124 -0.279
C -1.305 -3.418 -1.407 -0.067
N -0.803 -2.168 -1.322 -0.303
N -0.829 -1.713 -0.068 -0.224
C -1.355 -2.660 0.688 -0.034
H -1.380 -3.962 -2.325 0.221
H -0.441 -1.550 -2.046 0.446
H -1.496 -2.515 1.743 0.269
```